The following is a quantum chemistry calculation of 4 unconnected molecules or ions with the total composition C25H61F7N9O8P3S2, from OMol25.

The HOMO energy comes out at -0.2922 hartree. The calculation puts the total energy at -125258.986 eV. Its structure (SMILES) is O=S1(=O)OCCC[C@@H]1S(=O)(=O)C(F)(F)C(F)(F)C(F)(F)F.CN(C)P(=O)(N(C)C)N(C)C.CN(C)P(=O)(N(C)C)N(C)C.CN(C)P(=O)(N(C)C)N(C)C.

```
! wB97M-V def2-TZVPD RIJCOSX def2/J DEFGRID3
* xyz 0 1
O -1.15055 4.17276 3.55556
S -0.67410 4.60693 2.28807
O -0.44267 5.98519 2.09680
O 0.70467 3.87453 1.99643
C 0.56629 2.49179 1.68062
C -0.10467 2.23956 0.32744
C -0.90608 3.45587 -0.16177
C -1.76376 3.90153 1.02852
S -3.07929 5.00488 0.48501
O -2.71683 6.37710 0.51725
O -3.48102 4.57240 -0.81760
C -4.58041 4.80300 1.56226
F -4.25842 4.79529 2.86090
F -5.29563 5.91229 1.33614
C -5.51710 3.60236 1.23746
F -6.19278 3.78581 0.10778
F -6.41554 3.57550 2.24388
C -4.86428 2.19897 1.24310
F -5.86259 1.30467 1.18317
F -4.07634 1.98403 0.19525
F -4.21353 1.98770 2.38902
H 0.07837 1.93265 2.46777
H 1.56767 2.09851 1.62407
H 0.63710 2.04364 -0.43379
H -0.79769 1.41251 0.38082
H -0.27482 4.27720 -0.46777
H -1.53015 3.10911 -0.96829
H -2.16655 2.99228 1.45260
O 1.16218 -0.79635 3.83414
P 1.61528 -0.58307 5.25878
N 2.83628 0.62307 5.09485
C 4.20630 0.39614 4.67365
C 2.30686 1.90534 4.62999
N 2.19164 -2.18653 5.63054
C 3.58111 -2.58042 5.49138
C 1.32304 -3.22860 5.09328
N 1.28084 -0.23533 6.96841
C -0.02672 0.37810 7.23795
C 2.30085 0.28471 7.83965
H 4.79659 1.29257 4.87524
H 4.29794 0.15090 3.60593
H 4.68307 -0.39142 5.25094
H 2.22525 2.61417 5.46260
H 1.31494 1.79226 4.19366
H 2.93952 2.35617 3.86655
H 3.98013 -2.40362 4.48197
H 3.68155 -3.64440 5.70882
H 4.21582 -2.07565 6.22222
H 1.51003 -3.42579 4.03019
H 0.27204 -2.95487 5.19841
H 1.47165 -4.15304 5.65413
H -0.05674 1.44390 6.97123
H -0.28810 0.28054 8.29295
H -0.80578 -0.13155 6.66366
H 2.48901 1.35701 7.69958
H 3.24290 -0.24925 7.72631
H 1.96983 0.12843 8.86943
O -1.05938 2.01065 -3.80707
P -1.80790 1.02685 -4.67313
N -1.22820 1.38347 -6.25815
C -1.67396 2.48486 -7.09141
C 0.19407 1.08323 -6.43425
N -3.44207 1.52992 -4.33717
C -4.17990 2.46546 -5.16436
C -3.62421 1.85815 -2.92722
N -2.32455 -0.62525 -5.06835
C -1.52534 -1.68097 -4.44185
C -2.75211 -0.98689 -6.39164
H -1.30691 2.33614 -8.10937
H -1.32917 3.46554 -6.73579
H -2.75673 2.51139 -7.18261
H 0.32844 0.14964 -6.99546
H 0.71018 0.97332 -5.47724
H 0.70089 1.87990 -6.97620
H -3.65544 3.42161 -5.30600
H -5.14382 2.67912 -4.70114
H -4.41683 2.03607 -6.14020
H -3.27414 2.86903 -2.68990
H -3.07862 1.15587 -2.29110
H -4.67861 1.78226 -2.65313
H -0.54991 -1.80683 -4.93476
H -2.05238 -2.63797 -4.45871
H -1.33464 -1.43530 -3.39315
H -1.92075 -1.12380 -7.09637
H -3.44220 -0.25556 -6.80950
H -3.29707 -1.93186 -6.31988
O 1.38759 -1.91201 -2.16662
P 1.73631 -3.35254 -1.86912
N 2.07943 -3.28892 -0.18082
C 3.30305 -2.78753 0.41650
C 0.89642 -3.00355 0.63445
N 3.10314 -3.50452 -2.94607
C 4.47062 -3.25840 -2.52951
C 2.85851 -2.88069 -4.24299
N 1.52839 -5.12754 -1.87240
C 0.15087 -5.59475 -2.06593
C 2.24658 -5.96937 -0.95362
H 3.32926 -3.07207 1.46993
H 3.40453 -1.69564 0.34808
H 4.18577 -3.24571 -0.02305
H 0.52701 -3.91750 1.11709
H 0.07983 -2.58896 0.03729
H 1.11753 -2.27572 1.41208
H 4.61297 -2.26064 -2.08824
H 5.13422 -3.34055 -3.39108
H 4.81809 -4.01637 -1.82474
H 3.01185 -1.79356 -4.22416
H 1.83570 -3.06409 -4.57783
H 3.52376 -3.31739 -4.99016
H -0.46549 -5.48166 -1.16197
H 0.13708 -6.64561 -2.36108
H -0.32805 -5.02697 -2.86963
H 1.82899 -5.96330 0.06191
H 3.29984 -5.70100 -0.89542
H 2.20093 -6.99304 -1.33481
*
```